Record 1
Below is a molecular structure, C9H10FeN2O4S at a distorted geometry, with properties calculated with ωB97M-V/def2-TZVPD.

XYZ file:
```
27
Properties=species:S:1:pos:R:3:lowdin_spin:R:1
Fe 0.973 0.901 0.207 2.548
O -1.499 -0.354 -1.303 0.011
C -0.679 0.303 -0.751 0.124
C 0.705 2.460 0.984 0.035
O 0.285 3.459 1.435 -0.022
C -0.457 0.583 1.489 0.047
O -1.199 0.426 2.383 -0.031
C 0.280 1.860 -1.166 0.097
O -0.073 2.685 -1.938 0.020
C -3.737 2.508 -0.306 0.469
H -3.708 2.452 -1.411 0.016
H -4.176 1.610 0.175 0.015
C -3.243 3.583 0.396 0.460
H -3.367 3.714 1.500 0.014
H -2.881 4.528 -0.085 0.014
S 2.965 0.113 0.621 0.126
C 2.112 -1.296 0.130 0.042
N 1.581 -2.194 1.003 0.428
C 1.508 -3.514 0.399 0.074
C 1.832 -3.259 -1.065 0.055
N 2.087 -1.829 -1.111 0.320
H 1.632 -1.997 2.010 0.006
H 0.515 -3.932 0.566 0.033
H 2.248 -4.170 0.861 0.038
H 1.016 -3.517 -1.740 0.027
H 2.730 -3.787 -1.392 0.028
H 2.549 -1.334 -1.891 0.005
```

As for the charge: +3. For the relative energy (zero: lowest compared OMol25 entry of this formula, charge and spin), the calculation gives 1.394 eV. The spin multiplicity is 6. For the total energy, the calculation gives -65848.363 eV.

Record 2
Below is CH2N2O2 in the gas phase at a distorted geometry, with properties calculated with ωB97M-V/def2-TZVPD.

XYZ file:
```
7
Properties=species:S:1:pos:R:3:mulliken_charge:R:1
O 0.773 -2.443 0.631 -0.256
N -0.013 -1.880 -0.050 0.081
C 0.524 -0.244 -0.391 0.347
N -0.593 0.522 -0.029 -0.439
O -0.115 0.336 -1.412 -0.295
H 1.606 0.066 -0.074 0.292
H -1.494 0.018 0.216 0.270
```

Its SMILES is O=N[C@@H]1NO1. As for the charge: 0. For the relative energy (zero: lowest compared OMol25 entry of this formula, charge and spin), the calculation gives 6.811 eV. For the total energy, the calculation gives -8138.559 eV.

Record 3
Below is a molecular structure, C12H30BaN3O7 at a distorted geometry, with properties calculated with ωB97M-V/def2-TZVPD.

XYZ file:
```
53
Properties=species:S:1:pos:R:3:mulliken_charge:R:1
Ba 29.896 16.897 14.043 1.708
N 27.122 15.835 16.259 0.854
O 28.339 16.227 16.055 -0.483
O 26.256 16.300 15.534 -0.632
O 26.890 15.126 17.239 -0.596
C 29.249 16.597 10.146 -1.061
O 29.417 17.475 11.256 0.065
C 29.171 18.839 10.894 -0.741
C 30.208 19.692 11.584 -0.786
N 30.043 19.484 13.044 0.081
C 30.982 20.263 13.826 -0.936
C 30.862 20.088 15.342 -0.860
O 30.466 18.779 15.726 -0.003
C 30.340 18.698 17.140 -0.921
H 29.397 15.577 10.498 0.177
H 29.998 16.791 9.374 0.374
H 28.246 16.675 9.725 0.444
H 28.174 19.132 11.250 0.324
H 29.207 18.961 9.812 0.489
H 30.045 20.745 11.314 0.410
H 31.203 19.392 11.254 0.343
H 29.077 19.759 13.225 0.113
H 30.882 21.356 13.693 0.361
H 32.010 20.053 13.513 0.439
H 30.170 20.826 15.761 0.538
H 31.853 20.355 15.736 0.400
H 29.910 17.730 17.390 0.210
H 29.639 19.454 17.512 0.341
H 31.300 18.857 17.638 0.328
C 26.943 15.425 12.083 -0.952
O 27.890 15.204 13.138 0.046
C 28.024 13.805 13.369 -0.864
C 28.932 13.530 14.552 -0.644
N 30.268 14.167 14.320 -0.272
C 31.070 14.040 15.547 -0.764
C 32.312 14.901 15.470 -0.702
O 31.982 16.282 15.376 -0.026
C 33.176 17.072 15.565 -0.814
H 27.079 16.439 11.723 0.160
H 25.931 15.349 12.494 0.276
H 27.055 14.703 11.272 0.426
H 28.347 13.314 12.444 0.529
H 27.032 13.419 13.637 0.370
H 29.050 12.444 14.651 0.435
H 28.488 13.898 15.474 0.230
H 30.688 13.500 13.670 0.190
H 31.394 13.018 15.781 0.492
H 30.499 14.354 16.428 0.318
H 32.862 14.620 14.556 0.358
H 32.948 14.619 16.314 0.451
H 33.877 16.855 14.753 0.352
H 33.623 16.827 16.525 0.320
H 32.888 18.117 15.491 0.103
```

As for the charge: +1. For the relative energy (zero: lowest compared OMol25 entry of this formula, charge and spin), the calculation gives 0.376 eV. For the total energy, the calculation gives -32419.115 eV.

Record 4
Below is C4H7NO in the gas phase, with properties calculated with ωB97M-V/def2-TZVPD.

XYZ file:
```
13
Properties=species:S:1:pos:R:3:mulliken_charge:R:1
C -0.279 -1.588 0.398 -1.263
C 0.692 -0.453 0.227 0.258
N 0.891 0.040 -1.121 -0.609
C 0.279 0.941 -0.136 0.006
C -1.104 1.532 -0.205 -0.223
O -1.289 2.593 0.356 -0.457
H -1.103 -1.476 -0.310 0.320
H -0.676 -1.601 1.417 0.304
H 0.206 -2.553 0.205 0.327
H 1.571 -0.508 0.877 0.387
H 1.865 0.305 -1.268 0.260
H 0.909 1.718 0.280 0.363
H -1.963 1.051 -0.720 0.325
```

Its SMILES is C[C@H]1N[C@H]1C=O. As for the charge: 0. For the relative energy (zero: lowest compared OMol25 entry of this formula, charge and spin), the calculation gives 2.102 eV. For the total energy, the calculation gives -7797.543 eV.